1.
{"formula": "C5H28NO12", "method": "wB97M-V/def2-TZVPD", "elements": ["N", "C", "C", "C", "C", "C", "O", "O", "H", "H", "H", "H", "H", "H", "H", "H", "H", "H", "O", "H", "H", "O", "H", "H", "O", "H", "H", "O", "H", "H", "O", "H", "H", "O", "H", "H", "O", "H", "H", "O", "H", "H", "O", "H", "H", "O"], "xyz": [[-1.48, 0.42, 1.21], [-1.47, 0.09, 2.62], [-0.02, -0.07, 3.18], [0.89, 0.36, 2.05], [0.01, 0.73, 0.87], [0.13, -0.03, -0.61], [0.18, -1.25, -0.63], [0.22, 0.81, -1.50], [-1.91, -0.26, 0.66], [-1.97, 0.97, 3.14], [-1.92, -0.85, 2.80], [0.19, -1.13, 3.26], [0.04, 0.52, 4.16], [1.63, -0.35, 1.91], [1.64, 1.19, 2.18], [-0.05, 1.83, 0.59], [1.63, 4.02, -0.41], [2.57, 3.44, -1.38], [2.57, 4.11, -0.75], [-1.99, 1.69, -0.48], [-1.99, 3.05, -1.35], [-1.98, 2.68, -0.50], [3.74, -2.41, 0.27], [2.38, -2.59, -0.16], [3.24, -2.41, -0.50], [2.04, 1.16, -3.45], [2.80, 0.61, -2.37], [2.84, 1.38, -3.05], [-2.53, -2.29, -1.11], [-2.17, -3.17, 0.18], [-2.84, -2.76, -0.36], [0.88, -0.97, -4.46], [0.74, -0.26, -2.91], [0.80, -0.17, -3.90], [-2.07, 2.78, 1.79], [-0.94, 3.70, 1.43], [-1.71, 3.60, 2.08], [-1.32, -2.26, 1.85], [-0.40, -2.44, 0.56], [-0.75, -2.91, 1.41], [-2.00, 0.66, -2.43], [-1.84, -0.62, -1.67], [-2.58, 0.00, -1.94], [1.53, -3.30, 2.27], [1.06, -4.18, 1.11], [1.71, -4.06, 1.75]], "mulliken_charge": [-0.349, -1.371, 0.103, -1.027, 1.118, 0.288, -0.848, -0.748, 0.301, 0.310, 0.521, 0.051, 0.292, 0.286, 0.348, -0.129, 0.313, 0.359, -0.665, 0.325, 0.300, -0.617, 0.289, 0.318, -0.623, 0.410, 0.313, -0.682, 0.297, 0.395, -0.625, 0.227, 0.362, -0.684, 0.354, 0.310, -0.654, 0.341, 0.466, -0.878, 0.392, 0.218, -0.702, 0.334, 0.307, -0.648], "total_charge": -1, "multiplicity": 1, "gap_ev": 8.8, "relative_energy_ev": 2.4775, "homo_energy_ev": -6.1}

---

2.
{"formula": "C18H11Br2IrN3O6", "method": "wB97M-V/def2-TZVPD", "elements": ["Ir", "O", "C", "O", "C", "C", "C", "C", "C", "N", "C", "O", "O", "H", "H", "H", "H", "Br", "C", "C", "C", "C", "C", "N", "C", "O", "O", "H", "H", "H", "Br", "C", "C", "C", "C", "C", "N", "H", "H", "H", "H"], "xyz": [[-0.06, -0.74, -0.05], [-0.95, 2.22, -2.89], [-0.83, 1.40, -1.90], [-0.08, 0.41, -1.92], [-1.66, 1.67, -0.70], [-2.61, 2.65, -0.50], [-3.27, 2.67, 0.73], [-2.95, 1.75, 1.72], [-1.97, 0.81, 1.44], [-1.36, 0.80, 0.26], [-1.43, -0.27, 2.35], [-1.90, -0.56, 3.40], [-0.29, -0.83, 1.85], [-0.38, 1.98, -3.64], [-2.84, 3.36, -1.28], [-4.02, 3.42, 0.92], [-3.43, 1.74, 2.68], [1.18, 2.56, 0.94], [2.39, 1.22, 0.46], [3.74, 1.52, 0.47], [4.65, 0.53, 0.14], [4.19, -0.74, -0.16], [2.83, -0.96, -0.14], [1.93, 0.00, 0.15], [2.27, -2.32, -0.44], [2.91, -3.30, -0.63], [0.92, -2.32, -0.44], [4.06, 2.52, 0.73], [5.71, 0.75, 0.14], [4.85, -1.56, -0.40], [-0.92, -3.81, 1.59], [-2.10, -2.99, 0.40], [-3.34, -3.61, 0.25], [-4.25, -3.14, -0.67], [-3.88, -2.07, -1.48], [-2.66, -1.49, -1.28], [-1.77, -1.91, -0.34], [-3.56, -4.47, 0.87], [-5.21, -3.62, -0.78], [-4.53, -1.69, -2.25], [-2.32, -0.69, -1.92]], "mulliken_charge": [0.996, -0.395, 0.264, -0.627, 0.558, -0.667, -0.632, -0.634, 0.766, 0.259, 0.091, -0.477, -0.528, 0.450, 0.651, 0.506, 0.611, 0.020, 0.473, -0.677, -0.382, -0.735, 0.713, 0.031, 0.329, -0.492, -0.644, 0.448, 0.482, 0.549, 0.077, 0.405, -0.680, -0.382, -0.975, 0.061, 0.262, 0.468, 0.443, 0.492, 0.523], "total_charge": 2, "multiplicity": 2, "gap_ev": [7.8, 6.3], "relative_energy_ev": 0.0439, "homo_energy_ev": [-15.6, -15.6]}

---

3.
{"formula": "C10H13O2", "method": "wB97M-V/def2-TZVPD", "elements": ["C", "C", "C", "O", "O", "H", "H", "H", "H", "H", "C", "C", "C", "C", "C", "C", "C", "H", "H", "H", "H", "H", "H", "H", "H"], "xyz": [[0.07, -1.66, -2.17], [1.30, -2.25, -1.50], [-1.27, -2.35, -1.77], [-1.44, -2.66, -0.57], [-2.06, -2.53, -2.73], [-0.04, -0.59, -2.00], [0.11, -1.69, -3.26], [1.04, -2.50, -0.46], [2.10, -1.53, -1.38], [1.56, -3.20, -1.98], [-0.94, 3.20, 0.24], [-0.92, 0.74, 0.66], [-0.46, 2.00, 1.01], [-0.33, -0.43, 1.14], [0.66, 2.10, 1.85], [0.76, -0.33, 2.02], [1.23, 0.93, 2.34], [-1.83, 0.61, 0.10], [-0.67, -1.40, 0.81], [-1.43, 2.94, -0.70], [-0.12, 3.85, -0.08], [1.05, 3.05, 2.18], [1.15, -1.26, 2.42], [2.07, 1.04, 3.02], [-1.59, 3.90, 0.79]], "mulliken_charge": [-0.248, -0.954, 0.448, -0.739, -0.779, 0.141, 0.328, 0.172, 0.292, 0.339, -1.369, -0.504, 0.761, -0.473, -0.504, -0.806, -0.299, 0.442, 0.680, 0.357, 0.323, 0.350, 0.409, 0.335, 0.297], "total_charge": -1, "multiplicity": 1, "gap_ev": 7.3, "relative_energy_ev": 0.2416, "homo_energy_ev": -4.1}

---

4.
{"formula": "C39H32AuFN5O5P2", "method": "wB97M-V/def2-TZVPD", "elements": ["Au", "N", "P", "C", "C", "C", "C", "C", "C", "C", "C", "C", "C", "C", "C", "P", "C", "C", "C", "C", "C", "C", "C", "C", "C", "C", "C", "C", "H", "H", "H", "H", "H", "H", "H", "H", "H", "H", "H", "H", "H", "H", "H", "H", "H", "H", "H", "H", "H", "O", "C", "C", "C", "C", "C", "C", "C", "N", "C", "C", "N", "H", "H", "H", "H", "H", "H", "H", "F", "C", "C", "N", "C", "C", "O", "O", "C", "O", "N", "C", "O", "H", "H", "H", "H"], "xyz": [[-0.80, -0.30, -1.24], [1.38, 1.69, -1.13], [1.71, 0.04, -1.33], [3.34, -0.12, -0.54], [4.53, -0.17, -1.27], [5.74, -0.14, -0.61], [5.78, -0.05, 0.78], [4.60, 0.01, 1.51], [3.38, -0.03, 0.86], [2.00, -0.31, -3.09], [2.57, -1.54, -3.43], [2.66, -1.92, -4.76], [2.19, -1.08, -5.76], [1.61, 0.13, -5.42], [1.51, 0.51, -4.09], [-0.24, 1.90, -0.69], [-0.75, 3.47, -1.40], [-1.53, 4.35, -0.65], [-1.93, 5.56, -1.20], [-1.56, 5.89, -2.49], [-0.78, 5.02, -3.24], [-0.38, 3.81, -2.70], [-0.38, 2.11, 1.08], [0.60, 2.80, 1.79], [0.46, 2.98, 3.16], [-0.67, 2.50, 3.80], [-1.65, 1.81, 3.10], [-1.50, 1.61, 1.73], [2.11, 2.37, -0.97], [4.52, -0.20, -2.35], [6.66, -0.17, -1.18], [6.74, -0.03, 1.29], [4.63, 0.08, 2.58], [2.46, -0.01, 1.42], [2.96, -2.20, -2.66], [3.11, -2.87, -5.01], [2.26, -1.38, -6.79], [1.24, 0.79, -6.19], [1.04, 1.45, -3.84], [-1.82, 4.10, 0.36], [-2.53, 6.24, -0.62], [-1.87, 6.84, -2.92], [-0.48, 5.28, -4.25], [0.23, 3.14, -3.29], [1.48, 3.18, 1.29], [1.22, 3.51, 3.72], [-0.79, 2.65, 4.87], [-2.51, 1.40, 3.62], [-2.25, 1.04, 1.19], [-3.09, -0.33, -1.73], [-3.90, -1.27, -1.61], [-5.32, -0.95, -1.67], [-6.27, -1.90, -1.52], [-5.88, -3.24, -1.34], [-4.54, -3.60, -1.30], [-3.52, -2.67, -1.42], [-2.13, -3.10, -1.39], [-1.03, -2.44, -1.74], [0.02, -3.30, -1.57], [-0.43, -4.50, -1.12], [-1.79, -4.36, -1.02], [-5.55, 0.10, -1.82], [-7.32, -1.65, -1.56], [-6.63, -4.01, -1.24], [-4.31, -4.65, -1.20], [1.03, -3.00, -1.79], [0.08, -5.41, -0.87], [-2.41, -5.06, -0.67], [3.24, -1.05, 5.45], [1.90, -0.99, 5.34], [1.26, -1.57, 4.33], [-0.12, -1.54, 4.22], [-0.77, -2.14, 3.06], [-0.49, -1.41, 1.74], [-1.44, -1.42, 0.91], [0.64, -0.90, 1.58], [-0.90, -0.91, 5.17], [-2.11, -0.85, 5.11], [-0.19, -0.35, 6.21], [1.19, -0.27, 6.39], [1.68, 0.34, 7.31], [1.79, -2.10, 3.55], [-1.83, -2.15, 3.27], [-0.42, -3.17, 2.97], [-0.75, 0.10, 6.92]], "mulliken_charge": [1.062, -0.009, 0.760, 0.228, -0.618, -0.731, -0.657, -0.860, 0.005, 0.904, -0.737, -0.900, -0.658, -0.416, -0.608, 0.171, 0.771, -0.759, -0.690, -0.570, -0.798, -0.569, 0.734, -0.104, -0.991, -0.521, -0.682, -0.217, 0.338, 0.414, 0.429, 0.419, 0.550, 0.368, 0.654, 0.429, 0.410, 0.454, 0.296, 0.397, 0.432, 0.398, 0.435, 0.322, 0.398, 0.444, 0.453, 0.440, 0.547, -0.555, 0.493, -0.540, -0.527, -0.602, -0.784, 0.391, 0.499, -0.108, -0.002, -1.064, -0.010, 0.497, 0.435, 0.426, 0.393, 0.397, 0.458, 0.200, -0.368, 0.516, -0.103, 0.309, -1.631, 1.039, -0.531, -0.378, 0.414, -0.658, -0.013, 0.233, -0.618, 0.358, 0.387, 0.239, 0.245], "total_charge": 1, "multiplicity": 3, "gap_ev": [7.6, 5.1], "homo_energy_ev": [-10.1, -10.3]}

---

5.
{"formula": "C33H25Cl2N8O5ReS", "method": "wB97M-V/def2-TZVPD", "elements": ["Re", "O", "C", "O", "C", "C", "C", "N", "C", "C", "C", "C", "C", "C", "C", "N", "C", "C", "C", "C", "C", "N", "H", "H", "H", "H", "H", "H", "H", "H", "H", "H", "Cl", "C", "C", "C", "Cl", "C", "C", "C", "C", "N", "C", "C", "O", "H", "H", "H", "H", "C", "C", "C", "N", "N", "C", "N", "S", "H", "H", "H", "H", "H", "H", "H", "O", "C", "C", "C", "C", "O", "N", "H", "H", "H", "H"], "xyz": [[0.40, 0.06, -0.44], [2.21, -5.92, 2.52], [1.05, -5.49, 2.42], [-0.01, -5.73, 3.00], [0.91, -4.33, 1.39], [2.03, -3.68, 0.89], [1.85, -2.50, 0.20], [0.63, -1.98, 0.04], [-0.46, -2.72, 0.31], [-0.36, -3.89, 1.01], [-1.67, -2.14, -0.29], [-2.90, -2.79, -0.33], [-3.93, -2.21, -1.04], [-3.71, -1.01, -1.70], [-2.47, -0.41, -1.60], [-1.46, -0.97, -0.91], [2.83, -1.72, -0.54], [4.16, -2.06, -0.70], [4.94, -1.32, -1.57], [4.36, -0.27, -2.27], [3.03, 0.04, -2.05], [2.28, -0.67, -1.20], [3.00, -4.13, 1.08], [-1.20, -4.48, 1.34], [-3.02, -3.73, 0.18], [-4.89, -2.70, -1.10], [-4.49, -0.53, -2.28], [-2.28, 0.54, -2.07], [4.56, -2.90, -0.16], [5.99, -1.56, -1.71], [4.93, 0.32, -2.98], [2.55, 0.86, -2.56], [0.15, 0.86, -5.36], [-0.37, 1.92, -4.12], [-0.95, 3.17, -4.46], [-1.34, 4.05, -3.49], [-2.02, 5.57, -3.94], [-1.19, 3.73, -2.12], [-1.48, 4.58, -1.03], [-1.21, 4.15, 0.24], [-0.69, 2.87, 0.46], [-0.44, 2.04, -0.54], [-0.65, 2.47, -1.81], [-0.21, 1.57, -2.80], [0.35, 0.43, -2.39], [-1.07, 3.42, -5.50], [-1.88, 5.57, -1.22], [-1.40, 4.79, 1.10], [-0.47, 2.52, 1.45], [-5.16, -0.62, 2.36], [-4.19, 0.56, 2.38], [-2.76, 0.14, 2.30], [-1.96, 0.51, 1.38], [-0.68, -0.02, 1.51], [-0.56, -0.79, 2.60], [0.54, -1.41, 2.98], [-2.03, -0.91, 3.49], [-6.18, -0.27, 2.49], [-4.95, -1.33, 3.16], [-5.10, -1.15, 1.41], [-4.34, 1.14, 3.30], [-4.37, 1.23, 1.54], [1.44, -1.13, 2.57], [0.53, -2.02, 3.78], [2.11, 2.84, -1.12], [2.46, 2.39, -0.05], [3.55, 2.98, 0.83], [3.89, 1.83, 1.77], [2.82, 0.80, 1.49], [2.76, -0.29, 2.05], [1.96, 1.22, 0.51], [3.13, 3.84, 1.35], [4.37, 3.33, 0.22], [3.89, 2.08, 2.83], [4.85, 1.37, 1.55]], "mulliken_charge": [2.750, -0.694, 0.377, -0.703, -0.406, -1.181, 0.818, 0.114, 1.092, -1.038, 0.295, -0.332, -0.981, -0.776, -0.211, 0.211, 0.386, -0.392, -0.835, -0.850, -0.222, -0.162, 0.636, 0.617, 0.487, 0.502, 0.519, 0.287, 0.536, 0.495, 0.514, 0.390, -0.202, 0.707, -0.431, 0.498, -0.235, 0.316, -0.941, -1.526, -0.083, 0.211, 0.004, -0.240, -1.028, 0.529, 0.498, 0.526, 0.621, -1.020, -0.516, 0.131, -0.673, 0.876, -0.427, 0.126, -0.151, 0.399, 0.393, 0.144, 0.345, 0.244, 0.188, 0.271, -0.564, 0.030, -0.587, -0.653, -0.057, -0.696, 0.482, 0.239, 0.366, 0.367, 0.274], "total_charge": 1, "multiplicity": 2, "gap_ev": [6.6, 5.5], "relative_energy_ev": 0.0000, "homo_energy_ev": [-10.3, -10.3]}

---

6.
{"formula": "C8H13N", "method": "wB97M-V/def2-TZVPD", "elements": ["C", "C", "C", "C", "C", "C", "C", "C", "H", "H", "H", "H", "H", "H", "H", "H", "H", "H", "H", "H", "H", "N"], "xyz": [[0.06, 2.22, 0.99], [0.01, 0.88, 0.39], [-0.87, -0.27, 0.88], [-0.74, -1.19, -0.24], [-1.08, -0.26, -1.46], [-0.11, 0.84, -1.11], [1.11, 0.15, -0.54], [0.69, -1.42, -0.39], [0.69, 2.81, 0.34], [-0.99, 2.63, 1.13], [0.46, 2.25, 2.08], [-0.52, -0.56, 1.90], [-1.89, 0.17, 0.93], [-1.37, -2.12, -0.22], [-2.01, 0.23, -1.54], [-1.00, -0.59, -2.54], [-0.10, 1.77, -1.69], [2.18, 0.50, -0.47], [1.00, -1.83, -1.48], [1.12, -1.70, 1.68], [2.18, -2.32, 0.65], [1.20, -2.20, 0.71]], "mulliken_charge": [-1.357, 0.947, -1.304, -0.350, -1.116, -0.433, -0.409, 0.153, 0.393, 0.255, 0.261, 0.325, 0.435, 0.415, 0.480, 0.380, 0.393, 0.324, 0.334, 0.265, 0.289, -0.678], "smiles": "C[C@@]12C[C@H]3C[C@@H]1[C@@H]2[C@H]3N", "total_charge": 0, "multiplicity": 1, "gap_ev": 9.8, "relative_energy_ev": 1.8686, "homo_energy_ev": -8.8}

---

7.
{"formula": "C2H2Cl2O2", "method": "wB97M-V/def2-TZVPD", "elements": ["C", "C", "O", "O", "Cl", "Cl", "H", "H"], "xyz": [[-1.19, 0.33, -0.23], [1.04, -0.23, 0.32], [-1.63, -0.77, -0.40], [-0.01, 0.78, 0.16], [-2.18, 1.81, -0.55], [1.07, -1.41, -0.97], [1.95, 0.45, 0.41], [0.95, -0.96, 1.26]], "mulliken_charge": [0.645, -0.195, -0.407, -0.255, -0.184, -0.132, 0.275, 0.252], "smiles": "O=C(Cl)OCCl", "total_charge": 0, "multiplicity": 1, "gap_ev": 11.6, "relative_energy_ev": 1.2701, "homo_energy_ev": -11.0}

---

8.
{"formula": "C10H29F2HfNO7", "method": "wB97M-V/def2-TZVPD", "elements": ["Hf", "F", "F", "C", "C", "C", "O", "C", "N", "H", "H", "H", "H", "H", "H", "H", "H", "H", "H", "H", "C", "C", "O", "O", "H", "H", "H", "H", "H", "H", "C", "C", "O", "O", "H", "H", "H", "H", "H", "H", "C", "C", "O", "O", "H", "H", "H", "H", "H", "H"], "xyz": [[3.14, 0.63, 0.45], [1.03, -0.09, 0.67], [2.12, 2.53, 1.10], [-3.94, 0.46, -0.92], [-2.53, 1.03, -1.19], [-2.45, 2.40, -1.90], [-3.12, 2.39, -3.12], [-3.11, 3.65, -3.75], [-1.76, 1.07, 0.08], [-4.43, 0.42, -1.90], [-4.52, 1.08, -0.25], [-4.00, -0.56, -0.53], [-1.96, 0.27, -1.74], [-1.41, 2.74, -2.06], [-2.77, 3.22, -1.24], [-2.12, 4.02, -4.03], [-3.50, 4.42, -3.08], [-3.75, 3.60, -4.63], [-1.12, 0.30, 0.22], [-1.23, 1.93, 0.11], [2.53, -0.71, 3.62], [3.63, -1.57, 3.03], [3.64, -1.44, 1.60], [2.53, 0.56, 2.91], [2.70, -0.65, 4.69], [1.55, -1.19, 3.49], [3.44, -2.58, 3.38], [4.53, -1.14, 3.47], [4.32, -2.06, 1.28], [2.01, 1.16, 3.47], [-1.47, -2.18, 2.56], [-1.32, -2.85, 1.20], [0.01, -2.77, 0.70], [-0.79, -2.94, 3.55], [-2.51, -2.11, 2.87], [-1.04, -1.17, 2.49], [-1.89, -2.36, 0.41], [-1.59, -3.90, 1.27], [0.31, -1.86, 0.75], [-0.83, -2.33, 4.29], [2.09, 0.50, -2.82], [1.97, -0.92, -2.27], [2.94, -1.11, -1.22], [2.10, 1.37, -1.70], [1.32, 0.72, -3.56], [3.05, 0.55, -3.34], [2.08, -1.73, -2.99], [0.96, -1.14, -1.90], [3.49, -1.85, -1.53], [1.67, 2.19, -1.98]], "mulliken_charge": [1.526, 0.185, -0.573, -1.387, 0.909, -0.683, -0.312, -0.752, -0.639, 0.349, 0.339, 0.327, -0.061, 0.200, 0.431, 0.282, 0.331, 0.266, 0.064, 0.251, -0.305, -0.377, -0.344, -0.457, 0.523, 0.111, 0.374, 0.369, 0.281, 0.312, -0.239, -0.411, -0.518, -0.537, 0.392, 0.206, 0.197, 0.385, 0.180, 0.317, -0.304, -0.318, -0.370, -0.440, 0.458, 0.243, 0.593, 0.045, 0.291, 0.292], "total_charge": 2, "multiplicity": 1, "gap_ev": 3.3, "relative_energy_ev": 6.9071, "homo_energy_ev": -13.4}

---

| no. | F_max (eV Å⁻¹) | calculated total energy (a.u.) |
| --- | --- | --- |
| 1 | 4.9 | -1164.9851 |
| 2 | 0.6 | -6560.0949 |
| 3 | 1.2 | -539.3832 |
| 4 | 0.5 | -3073.4871 |
| 5 | 0.2 | -3483.6036 |
| 6 | 4.5 | -367.3085 |
| 7 | 2.7 | -1148.2596 |
| 8 | 10.6 | -1226.9393 |